Computed, not measured: CClNO2S2 as an isolated structure in a non-equilibrium geometry, with ωB97M-V/def2-TZVPD.

The geometry in XYZ format:
```
7
Properties=species:S:1:pos:R:3:mulliken_charge:R:1
C 1.2611 -0.0772 0.1203 0.6995
N -2.5971 -0.0287 0.9569 -0.3379
O 0.4678 -0.9709 0.3884 -0.4098
O -1.4698 -0.1586 -1.3517 -0.3676
S 0.8382 1.5220 -0.0911 -0.1894
S -1.4603 0.0868 0.0571 0.7149
Cl 2.9600 -0.3734 -0.0799 -0.1096
```

Results
E_LUMO (alpha / beta), Eh: -0.133 / -0.133
Charge: 0
Electronic energy, eV: -40810.4680
Spin multiplicity: 1
Largest force on an atom, eV Å⁻¹: 1.724
Frontier orbital gap (alpha / beta), eV: 6.878 / 6.877